# 1
Here is a molecular structure, C5H4CsO4 from the OMol25 dataset. Energies are from the ωB97M-V functional and the def2-TZVPD basis.

* frontier orbital gap (alpha / beta): 6.43 / 5.99 eV
* F_max: 5.6 eV/Å
* energy above the lowest of the compared OMol25 structures with the same formula, charge and spin: 2.1902 eV

ORCA input file:
```
! RIJCOSX wB97M-V def2-TZVPD def2/J DEFGRID3
* xyz 2 2
C 2.23454 -4.12735 1.81265
C 2.82031 -3.22182 2.36331
H 1.53227 -4.35154 2.77781
H -0.12446 -0.47387 1.64033
O 0.06996 0.29277 -0.44537
C -1.11354 0.37354 0.24237
O -2.09742 0.89830 -0.20939
O -1.01751 -0.12176 1.42789
Cs -5.88070 1.41340 -0.01614
C 0.64356 1.89421 -1.49542
C 0.01364 0.80043 -1.82272
O 0.95852 3.07762 -1.55085
H 0.12465 0.27053 -2.77533
H 1.83618 3.27553 -1.94915
*
```

=====

# 2
Here is 2 unconnected molecules or ions with the total composition C5H4F3N3O2 from the OMol25 dataset. Energies are from the ωB97M-V functional and the def2-TZVPD basis.

* frontier orbital gap (alpha / beta): 9.44 / 9.44 eV
* F_max: 4.4 eV/Å
* energy above the lowest of the compared OMol25 structures with the same formula, charge and spin: 0.6875 eV

ORCA input file:
```
! RIJCOSX wB97M-V def2-TZVPD def2/J DEFGRID3
* xyz 0 1
C 0.38309 -0.21617 0.03516
C 4.70546 2.40786 -1.15121
C 3.83108 -0.56118 0.67883
C -0.62891 -0.46944 -1.09446
C 5.24018 -0.69818 0.55827
N 1.64253 -0.65474 -0.20990
N 2.74741 -0.46564 0.22607
N 0.21153 0.43852 1.06624
O 4.84255 2.47665 -0.01535
O 4.54347 2.19180 -2.26564
F 5.99131 -0.14045 1.50815
F 5.49286 -2.02228 0.70512
F 5.79174 -0.38576 -0.64397
H -0.85308 -1.53489 -1.21762
H -0.22875 -0.27526 -2.18689
H -1.58518 -0.06986 -0.84492
H -0.63071 0.93463 1.47701
*
```

=====

# 3
Here is 2 unconnected molecules or ions with the total composition C5H4F3NO from the OMol25 dataset. Energies are from the ωB97M-V functional and the def2-TZVPD basis.

* frontier orbital gap (alpha / beta): 10.39 / 4.63 eV
* F_max: 5.1 eV/Å
* energy above the lowest of the compared OMol25 structures with the same formula, charge and spin: 5.5827 eV

ORCA input file:
```
! RIJCOSX wB97M-V def2-TZVPD def2/J DEFGRID3
* xyz 0 1
C 0.19126 -3.66065 -0.38377
C 0.48940 -2.49099 -0.33874
C -1.96353 0.08686 -0.11715
C -0.02360 1.59013 0.18521
C -3.44937 -0.17681 0.02980
N -1.26442 0.99728 0.13774
O 0.65228 -1.31875 -0.50648
F -4.11674 0.99668 0.20513
F -3.77103 -0.91465 1.02979
F -3.88734 -0.73212 -1.13535
H 0.19096 -4.71784 -0.25816
H 0.62024 0.99193 -0.52170
H 0.50512 1.28307 1.09101
H 0.19132 2.71402 -0.02175
*
```

=====

# 4
Here is 2 unconnected molecules or ions with the total composition C5H4FNO from the OMol25 dataset. Energies are from the ωB97M-V functional and the def2-TZVPD basis.

* frontier orbital gap (alpha / beta): 7.05 / 5.30 eV
* F_max: 4.9 eV/Å
* energy above the lowest of the compared OMol25 structures with the same formula, charge and spin: 4.9209 eV

ORCA input file:
```
! RIJCOSX wB97M-V def2-TZVPD def2/J DEFGRID3
* xyz 0 1
C 0.67299 0.43007 1.65679
C 1.64900 -0.22037 0.86632
C -0.49460 0.44132 0.83578
C 1.02867 -0.60286 -0.33790
C -1.88302 0.19159 -2.07076
N -0.23525 -0.19863 -0.27718
O -2.73331 0.80420 -1.55447
F -1.35627 -0.03159 -3.17877
H 0.96741 0.52852 2.70879
H 2.55524 -0.61863 1.35590
H -1.53383 0.50799 1.10705
H 1.36297 -1.23161 -1.11153
*
```

=====

- Which value of energy above the lowest of the compared OMol25 structures with the same formula, charge and spin does entry 1 give?
  2.1902 eV